Arrangement one

The following is a DFT calculation (ωB97M-V with the def2-TZVPD basis set) of the ion C2H6NO with charge +1.

SMILES	[NH3+]CC=O
net charge	+1
E_LUMO	-4.05	eV
Kohn-Sham gap	11.486	eV

```
10
Properties=species:S:1:pos:R:3:nbo_charge:R:1
H -0.162 1.761 0.540 0.46
C 0.294 -0.333 0.474 -0.36
N 0.358 1.072 -0.020 -0.68
H 1.231 -0.864 0.308 0.26
H -0.730 -2.154 -0.122 0.16
O -1.454 -0.558 -1.213 -0.47
H 1.307 1.385 -0.217 0.46
H 0.107 -0.372 1.546 0.26
H -0.143 1.149 -0.921 0.46
C -0.808 -1.086 -0.375 0.45
```

=====

Arrangement two

The following is a DFT calculation (ωB97M-V with the def2-TZVPD basis set) of a structure of composition C2H6NO.

net charge	+1
E_LUMO	-4.60	eV
Kohn-Sham gap	11.550	eV

```
10
Properties=species:S:1:pos:R:3:nbo_charge:R:1
H -0.088 -0.537 -1.706 0.29
H -0.945 -0.242 1.222 0.48
H -0.416 -1.652 0.696 0.45
H 1.121 0.723 0.905 0.27
N -0.303 -0.698 0.518 -0.55
H -1.427 1.847 -1.076 0.50
C 0.035 -0.051 -0.706 0.25
O -0.806 1.556 -0.431 -0.73
C 1.027 -0.069 0.310 -0.21
H 1.803 -0.875 0.271 0.27
```

=====

On energetic grounds, arrangement one is preferred over the next structure by 71.0 kcal/mol.

=====

Arrangement one

The following is a DFT calculation (ωB97M-V with the def2-TZVPD basis set) of a cluster of 2 separate species, F2HNS in total.

E_LUMO	-1.90	eV
Kohn-Sham gap	10.387	eV

```
5
Properties=species:S:1:pos:R:3:nbo_charge:R:1
F -0.501 -1.313 -1.828 -0.59
H -0.341 -1.447 -0.829 0.58
F 0.704 2.243 0.531 -0.56
S 0.066 0.863 1.422 1.30
N 0.071 -0.346 0.704 -0.73
```

=====

Arrangement two

The following is a DFT calculation (ωB97M-V with the def2-TZVPD basis set) of a structure of composition F2HNS.

E_LUMO	-1.29	eV
Kohn-Sham gap	8.886	eV

```
5
Properties=species:S:1:pos:R:3:nbo_charge:R:1
H -0.149 -1.241 -0.633 0.60
S 0.555 0.128 0.934 0.58
F -0.083 1.542 -1.117 -0.37
F -0.198 -1.810 0.379 -0.56
N -0.125 1.380 0.438 -0.25
```

=====

On energetic grounds, arrangement one is preferred over the next structure by 71.0 kcal/mol.

=====

Arrangement one

The following is a DFT calculation (ωB97M-V with the def2-TZVPD basis set) of a cluster of 2 separate species, F2HNS in total.

E_LUMO (alpha / beta)	-1.23 / -1.23	eV
Kohn-Sham gap (alpha / beta)	8.503 / 8.500	eV

```
5
Properties=species:S:1:pos:R:3:nbo_charge:R:1
H 0.452 -0.583 1.202 0.21
N -0.024 -0.140 0.477 -0.21
F 4.333 -0.815 1.939 -0.47
S 3.713 0.617 2.239 0.93
F 4.188 1.481 0.999 -0.46
```

=====

Arrangement two

The following is a DFT calculation (ωB97M-V with the def2-TZVPD basis set) of an isolated molecule of F2HNS.

SMILES	FN(F)S
E_LUMO	0.20	eV
Kohn-Sham gap	10.379	eV

```
5
Properties=species:S:1:pos:R:3:nbo_charge:R:1
N -1.690 -0.316 0.512 0.16
F -2.785 0.529 0.579 -0.22
S -0.671 0.205 -0.746 0.21
F -2.343 -1.577 0.078 -0.28
H -0.264 -1.036 -0.784 0.13
```

=====

On energetic grounds, arrangement two is preferred over the next structure by 26.8 kcal/mol.

=====

Arrangement one

The following is a DFT calculation (ωB97M-V with the def2-TZVPD basis set) of an isolated molecule of C2H3BrO2.

SMILES	O=COCBr
E_LUMO	0.53	eV
Kohn-Sham gap	11.140	eV

```
8
Properties=species:S:1:pos:R:3:nbo_charge:R:1
O 0.359 -1.433 1.228 -0.56
C 0.428 0.847 -0.235 -0.13
Br -1.015 2.207 0.057 -0.04
C -0.357 -1.314 0.278 0.65
H 1.132 0.765 0.644 0.25
H 0.847 1.227 -1.170 0.22
H -1.155 -1.935 -0.142 0.13
O -0.240 -0.364 -0.660 -0.52
```

=====

Arrangement two

The following is a DFT calculation (ωB97M-V with the def2-TZVPD basis set) of a cluster of 2 separate species, C2H3BrO2 in total.

E_LUMO (alpha / beta)	-1.94 / 0.42	eV
Kohn-Sham gap (alpha / beta)	6.565 / 10.594	eV

```
8
Properties=species:S:1:pos:R:3:nbo_charge:R:1
O -0.573 -1.021 -0.175 -0.24
C 1.574 0.467 0.441 -0.49
Br -2.749 0.654 0.365 0.09
H 0.997 1.321 0.211 0.16
C -1.914 -0.833 -0.419 0.41
O -1.039 -0.612 -1.478 -0.25
H 1.750 0.096 1.423 0.17
H 1.954 -0.073 -0.368 0.16
```

=====

Arrangement three

The following is a DFT calculation (ωB97M-V with the def2-TZVPD basis set) of a cluster of 2 separate species, C2H3BrO2 in total.

E_LUMO (alpha / beta)	-0.96 / -0.95	eV
Kohn-Sham gap (alpha / beta)	7.631 / 7.632	eV

```
8
Properties=species:S:1:pos:R:3:nbo_charge:R:1
C 0.757 0.947 -0.126 -0.13
Br 0.354 -2.344 -1.516 -0.66
O 0.591 0.073 1.074 -0.40
O -1.566 -0.345 0.233 -0.63
H 0.545 2.081 0.126 0.23
H -1.916 -1.010 0.879 0.54
C -0.275 -0.088 0.148 0.81
H 1.510 0.686 -0.817 0.25
```

=====

On energetic grounds, arrangement one is preferred over the next structure by 64.6 kcal/mol.

=====

Arrangement one

The following is a DFT calculation (ωB97M-V with the def2-TZVPD basis set) of a cluster of 3 separate species, C3H12NO4 in total.

net charge	-1
E_LUMO	3.74	eV
Kohn-Sham gap	7.655	eV

```
20
Properties=species:S:1:pos:R:3:nbo_charge:R:1
H 1.565 2.897 0.498 0.16
O 2.250 -1.955 0.830 -1.02
H -0.800 -2.734 -0.998 0.52
H 1.338 -1.734 0.439 0.52
H -1.772 -0.458 0.700 0.07
H 2.528 -1.072 1.211 0.44
O -0.146 -1.222 -0.069 -0.97
H 0.830 1.340 -1.624 0.19
H -1.375 0.364 -1.489 0.37
C 0.133 1.839 -0.951 -0.26
H -1.165 2.687 0.813 0.49
O -1.065 -3.676 -1.278 -1.00
H 0.944 1.271 1.062 0.17
N -1.065 0.961 -0.699 -0.71
H -0.333 0.380 1.257 0.12
H -0.187 2.802 -1.344 0.17
C 0.734 2.162 0.484 -0.07
H -1.250 -3.841 -0.357 0.45
O -0.267 2.838 1.188 -0.77
C -0.709 -0.085 0.360 0.12
```

=====

Arrangement two

The following is a DFT calculation (ωB97M-V with the def2-TZVPD basis set) of a structure of composition C3H12NO4.

net charge	-1
E_LUMO	3.89	eV
Kohn-Sham gap	8.368	eV

```
20
Properties=species:S:1:pos:R:3:nbo_charge:R:1
O 1.071 -1.090 -2.258 -1.04
N 0.040 -0.630 2.294 -0.84
C -0.835 1.117 0.658 -0.08
O -1.149 -1.361 -1.166 -0.86
H 0.048 -1.290 -1.501 0.49
H 0.677 -0.374 0.355 0.22
O 2.019 1.038 -1.471 -1.13
H 0.821 2.144 0.505 0.49
H -1.842 1.283 1.134 0.15
H -2.367 -0.827 0.168 0.14
H 0.628 -0.748 -3.032 0.45
H 1.613 0.018 -1.880 0.50
C -0.305 -0.231 0.873 -0.14
H -1.086 1.374 -0.386 0.19
H -1.108 -2.226 0.740 0.13
O -0.016 2.208 1.007 -0.76
C -1.312 -1.211 0.188 -0.04
H 2.905 1.261 -1.737 0.44
H 0.879 -0.220 2.663 0.35
H -0.679 -0.235 2.844 0.33
```

=====

On energetic grounds, arrangement two is preferred over the next structure by 6.0 kcal/mol.

=====

Arrangement one

The following is a DFT calculation (ωB97M-V with the def2-TZVPD basis set) of an isolated molecule of C3H4N2.

SMILES	CC1=CN=N1
E_LUMO (alpha / beta)	-0.48 / -0.48	eV
Kohn-Sham gap (alpha / beta)	8.492 / 8.493	eV

```
9
Properties=species:S:1:pos:R:3:nbo_charge:R:1
C 0.537 2.299 -0.338 -0.16
H 0.234 3.261 -0.100 0.21
H -1.637 0.192 0.140 0.25
N 1.686 0.860 -1.168 -0.14
H -0.636 -0.691 -1.154 0.25
C 0.295 0.903 -0.427 0.15
N 1.826 2.078 -1.081 -0.11
H -0.304 -0.893 0.622 0.25
C -0.648 -0.157 -0.157 -0.70
```

=====

Arrangement two

The following is a DFT calculation (ωB97M-V with the def2-TZVPD basis set) of an isolated molecule of C3H4N2.

E_LUMO (alpha / beta)	0.12 / 0.12	eV
Kohn-Sham gap (alpha / beta)	7.686 / 7.684	eV

```
9
Properties=species:S:1:pos:R:3:nbo_charge:R:1
N 1.458 -0.174 -0.596 -0.53
N -1.496 1.098 0.938 -0.58
C -0.450 0.485 0.766 0.43
C 0.522 -0.422 0.524 -0.27
H -2.251 0.557 0.504 0.38
C 0.325 -0.927 -0.958 -0.18
H -0.365 -0.326 -1.587 0.14
H 0.810 -1.089 1.325 0.26
H 1.446 0.798 -0.916 0.34
```

=====

Arrangement three

The following is a DFT calculation (ωB97M-V with the def2-TZVPD basis set) of an isolated molecule of C3H4N2.

SMILES	c1cn[nH]c1
E_LUMO	0.64	eV
Kohn-Sham gap	10.009	eV

```
9
Properties=species:S:1:pos:R:3:nbo_charge:R:1
H -0.883 -1.499 -1.208 0.23
N 0.804 1.151 -0.064 -0.27
C -0.290 -0.658 0.662 -0.05
H 1.129 0.717 -1.851 0.22
H -0.102 1.276 1.955 0.43
N 0.302 0.534 1.018 -0.37
H -1.130 -1.124 1.362 0.22
C -0.303 -0.790 -0.779 -0.34
C 0.472 0.393 -1.094 -0.06
```

=====

On energetic grounds, arrangement three is preferred over the next structure by 48.2 kcal/mol.